Entry i
{
  "formula": "C4H6N2",
  "method": "ωB97M-V/def2-TZVPD",
  "symbols": ["N", "C", "C", "N", "C", "C", "H", "H", "H", "H", "H", "H"],
  "coordinates": [[2.24146, 1.51297, -0.89172], [1.72703, 0.53790, -0.54070], [1.06863, -0.70049, -0.08115], [-0.16292, -0.48607, 0.67605], [-1.40760, -0.40232, -0.06698], [-0.84619, 0.79547, 0.60074], [0.86752, -1.33421, -0.95366], [1.77767, -1.25198, 0.54791], [-2.24041, -0.96117, 0.35277], [-1.35238, -0.43683, -1.15173], [-0.42813, 1.57518, -0.03809], [-1.24468, 1.15154, 1.54657]],
  "gap_ev": 10.74,
  "smiles": "N#CCN1CC1",
  "multiplicity": 1,
  "e_lumo_ha": 0.035
}

---

Entry ii
{
  "formula": "C4H6N2",
  "method": "ωB97M-V/def2-TZVPD",
  "symbols": ["N", "C", "C", "N", "C", "C", "H", "H", "H", "H", "H", "H"],
  "coordinates": [[0.98705, -0.39507, -1.50390], [-0.16935, -0.71141, -1.95637], [-1.16168, -0.03103, -0.99626], [-0.46940, 0.50630, 0.17984], [0.91562, 0.52399, 0.02499], [0.31483, -0.41193, 1.00679], [-1.62831, 0.79754, -1.54679], [-1.96156, -0.70078, -0.66438], [1.50235, 1.43306, 0.27922], [1.97357, -0.51017, -1.57161], [0.38838, -1.46384, 0.72906], [0.20557, -0.23350, 2.07827]],
  "gap_ev": 9.54,
  "multiplicity": 1,
  "e_lumo_ha": 0.039
}

---

Entry iii
{
  "formula": "C4H6N2",
  "method": "ωB97M-V/def2-TZVPD",
  "symbols": ["C", "C", "C", "N", "C", "N", "H", "H", "H", "H", "H", "H"],
  "coordinates": [[1.49060, -0.25667, -0.01227], [0.01759, 0.20683, -0.08217], [-0.27026, 1.61688, -0.23838], [-0.49531, 2.73604, -0.03149], [-0.96021, -0.87988, -0.29606], [-1.16856, -0.10565, 0.89340], [1.81567, -0.54041, -1.03025], [1.59128, -1.16492, 0.59012], [2.20787, 0.48764, 0.34143], [-1.64863, -0.92376, -1.12503], [-0.55353, -1.83044, 0.03024], [-1.92336, 0.56459, 0.67416]],
  "gap_ev": 10.60,
  "smiles": "C[C@@]1(C#N)CN1",
  "multiplicity": 1,
  "e_lumo_ha": 0.030
}

---

Short version: entry i is the most stable of them.

---

Entry i
{
  "formula": "C5H5N",
  "method": "ωB97M-V/def2-TZVPD",
  "symbols": ["C", "C", "C", "C", "C", "N", "H", "H", "H", "H", "H"],
  "coordinates": [[-0.98031, -1.49133, -0.30062], [-1.31198, -0.07947, -0.37722], [-0.39287, 0.92641, 0.09278], [0.98803, 0.53778, 0.09759], [1.26845, -0.78596, -0.10300], [0.31617, -1.76676, -0.07128], [-2.33068, 0.22074, -0.61611], [-0.69704, 1.96629, 0.19332], [-0.98145, 0.34074, 0.97484], [1.76544, 1.26707, 0.30019], [2.30072, -1.12744, -0.16068]],
  "gap_ev": [6.58, 6.58],
  "smiles": "C1=CCC=CN=1",
  "multiplicity": 1,
  "e_lumo_ha": [-0.022, -0.022]
}

---

Entry ii
{
  "formula": "C5H5N",
  "method": "ωB97M-V/def2-TZVPD",
  "symbols": ["C", "C", "C", "N", "C", "C", "H", "H", "H", "H", "H"],
  "coordinates": [[0.07648, -0.96677, 0.00703], [0.37524, -0.07812, 1.18900], [-1.21648, -0.28769, -0.12090], [-0.59980, 0.98800, -0.56255], [0.44188, 0.08256, -1.04734], [0.42528, 1.11325, 0.43017], [0.23859, -2.04098, -0.02350], [0.82714, -0.32680, 2.13996], [-2.15733, -0.62339, -0.55725], [0.76536, 0.03986, -2.09169], [0.82364, 2.10008, 0.63709]],
  "gap_ev": [8.10, 8.13],
  "multiplicity": 1,
  "e_lumo_ha": [0.021, 0.023]
}

---

Entry iii
{
  "formula": "C5H5N",
  "method": "ωB97M-V/def2-TZVPD",
  "symbols": ["C", "C", "C", "C", "C", "N", "H", "H", "H", "H", "H"],
  "coordinates": [[-0.82649, -1.31740, -0.37549], [-1.39344, -0.11597, -0.49399], [-0.51180, 0.82388, 0.29962], [0.96138, 0.47490, 0.09332], [1.30882, -0.79563, -0.15287], [0.26675, -1.77810, -0.00548], [-2.36460, 0.19082, -0.83144], [-0.72153, 1.88840, 0.13202], [-0.81996, 0.56311, 1.30707], [1.72881, 1.23315, 0.25357], [2.32852, -1.15213, -0.20374]],
  "gap_ev": [7.74, 7.74],
  "smiles": "C1=CCC=CN=1",
  "multiplicity": 1,
  "e_lumo_ha": [-0.013, -0.013]
}

---

Short version: entry iii is the most stable of them.

---

Entry i
{
  "formula": "CH3N3S",
  "method": "ωB97M-V/def2-TZVPD",
  "symbols": ["N", "N", "S", "H", "H", "C", "N", "H"],
  "coordinates": [[0.66808, 0.68602, -0.93811], [-0.49398, 0.07048, -1.02998], [-1.82879, 0.82467, -0.88343], [0.77656, 1.78816, -0.65816], [1.53327, 0.26397, -1.15379], [-0.15459, -1.27387, 1.64829], [0.70125, -0.77049, 1.10073], [-1.20181, -1.58895, 1.91444]],
  "gap_ev": 8.20,
  "smiles": "NN=S.C#N",
  "multiplicity": 1,
  "e_lumo_ha": 0.000
}

---

Entry ii
{
  "formula": "CH3N3S",
  "method": "ωB97M-V/def2-TZVPD",
  "symbols": ["H", "N", "N", "H", "N", "C", "S", "H"],
  "coordinates": [[-1.01638, -1.03477, 2.87127], [-1.11375, -1.82887, 2.08639], [-1.02413, -1.31275, 0.97971], [-1.28216, -1.96522, 0.23031], [1.74926, 1.80571, -1.96007], [0.82717, 1.51461, -1.25542], [-0.22360, 1.44229, -0.13699], [2.08359, 1.37898, -2.81519]],
  "gap_ev": 9.67,
  "smiles": "[H]/N=N/[H].N=C=S",
  "multiplicity": 1,
  "e_lumo_ha": 0.028
}

---

Short version: entry ii is the most stable of them.

---

Entry i
{
  "formula": "C7H10",
  "method": "ωB97M-V/def2-TZVPD",
  "symbols": ["C", "C", "C", "C", "C", "H", "H", "H", "H", "H", "H", "C", "C", "H", "H", "H", "H"],
  "coordinates": [[-1.77578, 1.14720, 0.74593], [-1.42158, -0.07188, 0.37077], [-1.74569, -1.25312, -0.40856], [-0.35817, -1.69847, -0.74292], [-0.65039, -1.26906, 0.65899], [-1.25964, 1.65564, 1.55474], [-2.59043, 1.66838, 0.25345], [-2.66391, -1.82455, -0.44987], [0.27470, -1.06821, -1.36765], [-0.22745, -2.76945, -0.89760], [-0.59394, -1.85465, 1.56736], [1.74606, 1.32978, 0.28596], [2.59550, 1.11906, -0.71277], [1.01887, 2.13708, 0.25937], [1.72924, 0.69287, 1.16752], [2.60625, 1.75413, -1.59530], [3.31637, 0.30525, -0.68944]],
  "gap_ev": 9.67,
  "smiles": "C=C1[C@H]2C[C@@H]12.C=C",
  "multiplicity": 1,
  "e_lumo_ha": 0.042
}

---

Entry ii
{
  "formula": "C7H10",
  "method": "ωB97M-V/def2-TZVPD",
  "symbols": ["C", "C", "C", "C", "C", "C", "C", "H", "H", "H", "H", "H", "H", "H", "H", "H", "H"],
  "coordinates": [[1.49236, 0.01456, -0.25938], [0.75537, 1.24543, 0.08254], [2.51409, -0.85848, -0.02281], [-0.10649, 0.73198, -1.06303], [-1.51049, -1.20378, -0.14361], [-0.43033, 1.00591, 1.01462], [-1.24548, 0.29338, -0.11580], [3.18565, -0.94671, 0.80174], [2.29705, -1.75657, -0.73721], [-0.00648, 0.81551, -2.12362], [-0.64742, -1.95787, -0.39198], [-2.19596, -1.48844, -0.86166], [-2.01766, -1.50460, 0.73473], [-0.17771, 0.52556, 2.00444], [-0.89074, 2.01250, 1.38723], [1.19205, 2.30017, 0.07509], [-2.20781, 0.77145, -0.38129]],
  "gap_ev": 9.29,
  "multiplicity": 1,
  "e_lumo_ha": 0.040
}

---

Entry iii
{
  "formula": "C7H10",
  "method": "ωB97M-V/def2-TZVPD",
  "symbols": ["C", "C", "C", "C", "C", "C", "C", "H", "H", "H", "H", "H", "H", "H", "H", "H", "H"],
  "coordinates": [[-2.64190, -0.31891, 0.28969], [-1.84099, 0.54859, -0.32184], [-0.39556, 0.79742, -0.01592], [0.34627, -0.09959, 1.01033], [1.45645, -0.27436, -0.00880], [2.70114, -0.72411, 0.05787], [0.62581, 0.35604, -1.11024], [-2.30571, -0.93244, 1.12239], [-3.67542, -0.44811, -0.01948], [-2.24076, 1.13761, -1.14975], [-0.24848, 1.85794, 0.22337], [-0.17808, -1.03944, 1.21668], [0.61873, 0.36419, 1.96364], [3.11465, -1.11183, 0.98597], [3.34985, -0.72521, -0.81493], [1.10156, 1.14749, -1.69842], [0.19825, -0.38670, -1.79449]],
  "gap_ev": 10.47,
  "smiles": "C=CC1CC(=C)C1",
  "multiplicity": 1,
  "e_lumo_ha": 0.042
}

---

Short version: entry iii is the most stable of them.

---

Entry i
{
  "formula": "C3H5N3OS",
  "method": "ωB97M-V/def2-TZVPD",
  "symbols": ["C", "C", "C", "H", "H", "H", "H", "H", "N", "N", "N", "O", "S"],
  "coordinates": [[-1.74328, 0.30131, -0.36281], [-0.88150, -0.10169, -1.30335], [0.37975, -0.06937, -0.76216], [-1.14922, 2.30580, 1.85411], [-1.17900, 0.71482, 2.66895], [-2.87345, 0.27511, -0.39367], [-1.31925, -0.51245, -2.13326], [0.91418, -1.51128, 1.20578], [-1.48454, 1.20673, 1.87282], [-0.99184, 0.49604, 0.75127], [0.27918, 0.40677, 0.46842], [1.10274, -0.11667, 1.44622], [1.60221, -0.99293, -1.36558]],
  "gap_ev": 7.68,
  "multiplicity": 1,
  "e_lumo_ha": -0.015
}

---

Entry ii
{
  "formula": "C3H5N3OS",
  "method": "ωB97M-V/def2-TZVPD",
  "symbols": ["N", "N", "C", "C", "O", "N", "C", "S", "H", "H", "H", "H", "H"],
  "coordinates": [[-0.12932, 2.32261, -1.24969], [0.47472, 1.13360, -1.20218], [0.19882, 0.29737, -0.30965], [0.98034, -0.95950, -0.13374], [0.18073, -2.12188, -0.15808], [-0.70386, -2.24914, 0.88456], [-1.25028, -1.21783, 1.41301], [-1.21364, 0.48009, 0.80887], [-0.34225, 2.69204, -0.32715], [0.36750, 3.04457, -1.71682], [1.68330, -1.03527, -1.02819], [1.57334, -0.87690, 0.76638], [-1.81940, -1.50976, 2.25269]],
  "gap_ev": 9.29,
  "smiles": "N/N=C1/CON=CS1",
  "multiplicity": 1,
  "e_lumo_ha": 0.023
}

---

Short version: entry ii is the most stable of them.

---

Entry i
{
  "formula": "C3H5N3OS",
  "method": "ωB97M-V/def2-TZVPD",
  "symbols": ["C", "C", "C", "H", "H", "H", "H", "H", "N", "N", "N", "O", "S"],
  "coordinates": [[0.22802, -1.60821, 0.52586], [-0.48158, -1.16789, -0.70038], [-1.16533, 2.02794, -0.30498], [2.58901, 0.22970, 1.03476], [0.96124, 0.88352, 0.83137], [0.09172, -2.63917, 0.87489], [-2.19794, 1.84394, -0.92770], [-1.10773, 3.03212, 0.18862], [1.84300, -0.10012, 0.35982], [1.41441, -1.28897, 0.96588], [-0.41001, 1.02520, -0.11085], [-0.78388, 0.06781, -0.94566], [-0.98094, -2.30585, -1.79164]],
  "gap_ev": 8.13,
  "multiplicity": 1,
  "e_lumo_ha": -0.020
}

---

Entry ii
{
  "formula": "C3H5N3OS",
  "method": "ωB97M-V/def2-TZVPD",
  "symbols": ["C", "N", "N", "C", "O", "N", "C", "S", "H", "H", "H", "H", "H"],
  "coordinates": [[1.94017, 1.79102, -0.00222], [1.07911, 0.83920, -0.00532], [1.66383, -0.42487, -0.04199], [0.86753, -1.41959, -0.05535], [-0.46939, -1.51271, 0.02234], [-1.22388, -0.36680, 0.10565], [-2.55149, -0.53300, 0.03761], [-3.64548, 0.71246, -0.04646], [1.55913, 2.79627, 0.05760], [3.02154, 1.56962, 0.03560], [1.31875, -2.39248, -0.17475], [-0.72294, 0.50520, 0.05913], [-2.83689, -1.56431, 0.00815]],
  "gap_ev": 8.62,
  "smiles": "C=N/N=C\\ONC=S",
  "multiplicity": 1,
  "e_lumo_ha": 0.004
}

---

Short version: entry ii is the most stable of them.

---

Entry i
{
  "formula": "C6H9NO2",
  "method": "ωB97M-V/def2-TZVPD",
  "symbols": ["C", "C", "N", "C", "C", "O", "C", "C", "O", "H", "H", "H", "H", "H", "H", "H", "H", "H"],
  "coordinates": [[-0.58937, -1.09287, -2.44442], [-0.34361, -0.00549, -1.69726], [-1.10864, 1.13195, -1.82545], [0.85331, 0.02220, -0.65351], [0.49298, 0.99280, 0.47615], [0.30659, 2.18961, 0.37411], [0.20765, 0.43349, 1.82569], [0.46434, -0.73402, 2.41628], [0.20319, -0.78127, 3.75954], [-0.05784, -1.97397, -2.34128], [-1.35476, -0.93338, -3.09966], [-1.86547, 1.10115, -2.43895], [-0.90394, 2.08498, -1.50308], [1.72537, 0.48777, -1.18563], [1.02723, -0.94831, -0.28515], [-0.12015, 1.10662, 2.55742], [0.95139, -1.51746, 1.80972], [0.11173, -1.56381, 4.25549]],
  "gap_ev": 8.54,
  "smiles": "C=C(N)CC(=O)/C=C/O",
  "multiplicity": 1,
  "e_lumo_ha": 0.022
}

---

Entry ii
{
  "formula": "C6H9NO2",
  "method": "ωB97M-V/def2-TZVPD",
  "symbols": ["C", "C", "N", "C", "H", "H", "H", "H", "H", "O", "C", "O", "C", "C", "H", "H", "H", "H"],
  "coordinates": [[0.98908, 2.69719, -0.48938], [1.01330, 1.57664, 0.13245], [1.04499, 0.43299, 0.47486], [0.34736, -0.32187, 1.47648], [0.31935, 2.76325, -1.32592], [1.45314, 3.71367, -0.40444], [-0.52753, 0.35022, 1.60123], [-0.09027, -1.24286, 1.13963], [0.91174, -0.31261, 2.40064], [5.90254, 0.56630, -0.79485], [5.64005, -0.54654, -0.58291], [5.36673, -1.61196, -0.34405], [-1.37787, -1.66898, -0.51452], [-2.22582, -0.80222, -0.97365], [-1.63762, -2.13042, 0.40939], [-0.84467, -2.12008, -1.35923], [-2.84614, -0.16122, -0.42681], [-2.25548, -0.45379, -2.07736]],
  "gap_ev": 8.91,
  "smiles": "C=C=NC.O=C=O.C=C",
  "multiplicity": 1,
  "e_lumo_ha": 0.022
}

---

Short version: entry i is the most stable of them.

---

Entry i
{
  "formula": "C6H9NO2",
  "method": "ωB97M-V/def2-TZVPD",
  "symbols": ["C", "C", "C", "C", "C", "H", "H", "H", "H", "H", "H", "C", "N", "O", "O", "H", "H", "H"],
  "coordinates": [[0.78951, -1.20920, -1.50897], [0.22284, -0.79251, -0.16334], [0.39877, -1.60714, 0.95975], [0.76711, 0.90949, -0.02607], [1.70788, 1.68039, 0.01822], [1.86124, -1.37436, -1.39715], [0.31500, -2.14152, -1.81852], [0.63022, -0.44099, -2.26677], [1.36021, -2.06143, 1.14712], [-0.42054, -1.81779, 1.63052], [2.51275, 2.37575, 0.03195], [-1.31999, 0.79514, 0.19561], [-1.46027, 0.88430, 1.53749], [-1.95168, 1.74622, -0.49049], [-1.19572, -0.42274, -0.34554], [-1.98221, 1.48868, -1.42281], [-0.90457, 0.16835, 2.01689], [-1.33055, 1.81937, 1.90210]],
  "gap_ev": [7.05, 7.05],
  "multiplicity": 1,
  "e_lumo_ha": [0.006, 0.006]
}

---

Entry ii
{
  "formula": "C6H9NO2",
  "method": "ωB97M-V/def2-TZVPD",
  "symbols": ["C", "C", "N", "C", "O", "C", "C", "C", "O", "H", "H", "H", "H", "H", "H", "H", "H", "H"],
  "coordinates": [[-1.63486, 0.87483, -1.53234], [-1.14599, 0.66005, -0.13632], [-1.71343, 1.42827, 0.84650], [-0.99763, 1.18952, 1.90553], [-0.00623, 0.36748, 1.65903], [-0.13686, -0.06821, 0.38469], [0.87262, -0.95486, -0.33561], [1.75503, -1.73535, 0.64160], [1.66845, -0.09049, -1.15550], [-1.86450, -0.11572, -1.98856], [-2.52273, 1.52351, -1.47458], [-0.79754, 1.41574, -2.03324], [-1.07418, 1.84462, 2.77746], [0.42488, -1.64886, -0.96433], [2.28656, -0.88354, 1.08234], [2.45969, -2.31003, -0.03449], [1.03185, -2.29124, 1.27467], [1.39489, 0.79429, -0.91683]],
  "gap_ev": 10.06,
  "smiles": "Cc1ncoc1[C@H](C)O",
  "multiplicity": 1,
  "e_lumo_ha": 0.031
}

---

Short version: entry ii is the most stable of them.